This record from OMol25 describes a structure of composition C43H43N6O2PPbS2Se. The level of theory is ωB97M-V with the def2-TZVPD basis set.

```
99
Properties=species:S:1:pos:R:3:mulliken_charge:R:1
Pb -1.408 2.542 0.995 1.572
N 0.973 2.517 -0.210 0.884
C 1.947 3.592 -0.076 -0.691
C 1.391 4.904 -0.630 -0.857
C 0.259 5.502 0.210 -0.703
N -1.020 4.818 -0.018 -0.474
H 1.343 1.634 0.155 -0.560
H 0.723 2.385 -1.183 -0.211
H 2.886 3.360 -0.600 0.294
H 2.172 3.707 0.989 0.467
H 1.017 4.728 -1.644 0.324
H 2.203 5.633 -0.685 0.418
H 0.172 6.570 -0.033 0.372
H 0.513 5.409 1.271 0.354
H -1.167 4.622 -1.017 0.210
H -1.792 5.382 0.318 0.259
O -1.453 3.848 -2.843 -0.878
C -2.045 2.786 -2.560 0.079
O -2.501 2.417 -1.448 -0.620
C -2.318 1.733 -3.640 0.329
C -3.192 1.992 -4.688 -0.405
C -3.643 0.961 -5.499 -0.532
C -3.212 -0.339 -5.276 -0.800
C -2.307 -0.604 -4.259 0.174
C -1.854 0.421 -3.435 -0.638
P -0.626 0.135 -2.086 1.885
C -1.200 -1.489 -1.495 -0.702
C -2.430 -1.349 -0.640 -1.122
C -3.103 -2.659 -0.138 -0.036
C -2.292 -3.894 -0.374 -1.235
C -1.137 -3.882 -1.036 -0.421
C -0.591 -2.669 -1.637 -0.087
C 0.865 -0.274 -3.085 0.293
C 1.960 -0.848 -2.431 -0.476
C 3.146 -1.080 -3.111 -0.689
C 3.264 -0.730 -4.450 -0.601
C 2.202 -0.109 -5.092 -0.563
C 1.016 0.130 -4.411 -0.834
H -3.542 3.004 -4.851 0.453
H -4.346 1.167 -6.297 0.356
H -3.593 -1.149 -5.887 0.398
H -1.962 -1.617 -4.087 0.399
H -3.124 -0.642 -1.103 0.616
H -4.136 -2.810 -0.465 0.453
H -2.680 -4.814 0.054 0.357
H -0.568 -4.797 -1.156 0.410
H 0.320 -2.762 -2.215 0.491
H 1.880 -1.100 -1.377 0.414
H 3.981 -1.527 -2.585 0.582
H 4.186 -0.923 -4.986 0.359
H 2.297 0.196 -6.128 0.389
H 0.207 0.646 -4.913 0.355
S 0.253 2.648 3.121 -0.489
C -0.979 1.739 3.950 0.348
C -0.623 0.548 4.591 -0.930
C -1.572 -0.254 5.215 0.630
C -1.209 -1.504 5.791 -0.142
N -0.942 -2.507 6.291 -0.651
C -2.911 0.181 5.286 0.585
C -3.256 1.407 4.716 -0.928
C -2.341 2.162 3.992 0.386
S -2.928 3.544 3.086 -0.548
C -3.931 -0.649 5.818 -0.091
N -4.790 -1.327 6.182 -0.678
H 0.404 0.213 4.519 0.417
H -4.277 1.755 4.793 0.523
C -5.145 0.774 2.127 -1.305
C -4.034 -0.137 1.744 -0.221
N -2.918 0.250 1.252 0.156
C -2.168 -0.927 0.843 1.251
C -3.006 -2.154 1.323 -0.210
N -4.221 -1.514 1.806 -0.194
H -4.737 1.755 2.368 0.051
H -5.720 0.382 2.967 0.375
H -5.811 0.885 1.268 0.359
H -1.114 -0.860 1.123 -0.544
H -2.565 -2.851 2.037 0.559
H -4.687 -1.891 2.617 0.421
C 7.245 -3.559 0.844 -1.452
C 5.915 -2.856 0.958 0.851
C 5.835 -1.489 1.178 -1.091
C 4.615 -0.830 1.297 0.598
C 4.589 0.653 1.526 -1.472
C 3.418 -1.564 1.204 0.236
Se 1.739 -0.690 1.402 -0.034
C 3.486 -2.954 0.979 0.957
C 2.242 -3.793 0.902 -1.241
C 4.727 -3.569 0.858 -1.111
H 8.068 -2.846 0.910 0.328
H 7.326 -4.092 -0.107 0.306
H 7.366 -4.294 1.644 0.299
H 6.752 -0.911 1.266 0.199
H 5.585 1.033 1.768 0.425
H 3.896 0.896 2.333 0.282
H 4.219 1.166 0.634 0.129
H 1.430 -3.225 0.450 -0.167
H 1.913 -4.066 1.908 0.314
H 2.417 -4.704 0.323 0.379
H 4.766 -4.643 0.689 0.327
```

## Properties
ΔE to the lowest compared entry with this formula, charge and spin = 34.8 kcal per mole
Frontier orbital gap = 5.8 eV
Energy = -5875.5656 hartree
Maximum force = 0.77 eV Å⁻¹
Total charge = -2

This record from OMol25 describes an isolated molecule of CCl3FS2. The level of theory is ωB97M-V with the def2-TZVPD basis set.

```
7
Properties=species:S:1:pos:R:3:nbo_charge:R:1
F 1.336 -0.600 1.299 -0.321
C 1.145 -0.104 0.076 0.180
Cl 2.541 0.760 -0.480 0.047
Cl 0.572 -1.319 -1.010 0.060
S -0.552 1.356 0.327 0.040
S -1.977 0.573 -0.724 0.181
Cl -3.065 -0.665 0.511 -0.187
```

## Properties
ΔE to the lowest compared entry with this formula, charge and spin = 10.0 kcal per mole
SMILES = FC(Cl)(Cl)SSCl
Frontier orbital gap = 8.8 eV
Energy = -2314.8934 hartree
Maximum force = 2.44 eV Å⁻¹

This record from OMol25 describes a cluster of 4 separate species, C18H18ClO6 in total. The level of theory is ωB97M-V with the def2-TZVPD basis set.

```
43
Properties=species:S:1:pos:R:3:nbo_charge:R:1
Cl -2.410 0.659 2.001 -0.848
C 2.427 2.979 1.967 -0.290
C 1.218 2.164 2.396 -0.222
C 1.164 1.385 3.580 0.283
C 2.268 1.366 4.395 -0.241
C 3.477 2.060 3.961 -0.268
C 3.589 2.818 2.780 0.258
O 4.772 3.278 2.441 -0.653
O 0.012 0.724 3.901 -0.740
H 2.384 3.478 1.114 0.193
H 0.308 2.288 2.074 0.206
H 2.185 0.963 5.446 0.214
H 4.230 2.024 4.632 0.197
H 4.684 3.731 1.704 0.463
H -0.628 0.503 3.067 0.525
C -2.046 -3.658 -2.054 -0.275
C -2.905 -2.825 -1.240 -0.205
C -3.082 -3.215 0.112 0.299
C -2.706 -4.538 0.520 -0.244
C -1.904 -5.316 -0.399 -0.242
C -1.558 -4.827 -1.700 0.247
O -0.744 -5.621 -2.467 -0.699
O -3.971 -2.560 0.968 -0.765
H -1.853 -3.187 -2.997 0.200
H -3.275 -2.141 -1.808 0.206
H -2.940 -5.103 1.488 0.232
H -1.389 -6.317 0.058 0.214
H -0.255 -5.254 -3.147 0.480
H -3.833 -1.659 1.431 0.544
C -0.583 2.162 -1.442 -0.243
C 0.012 3.196 -2.512 -0.288
C 0.876 2.681 -3.483 0.244
C 1.188 1.241 -3.475 -0.271
C 0.582 0.370 -2.460 -0.199
C -0.244 0.873 -1.398 0.264
O -0.897 -0.056 -0.657 -0.719
O 1.270 3.568 -4.443 -0.689
H -1.224 2.602 -0.774 0.214
H -0.278 4.295 -2.538 0.200
H 1.740 0.747 -4.312 0.216
H 0.704 -0.660 -2.610 0.210
H -1.433 0.367 0.131 0.522
H 1.064 4.429 -4.241 0.472
```

## Properties
ΔE to the lowest compared entry with this formula, charge and spin = 37.5 kcal per mole
Frontier orbital gap = 7.7 eV
Energy = -1608.2601 hartree
Maximum force = 8.64 eV Å⁻¹
Total charge = -1

This record from OMol25 describes a structure of composition C22H26Cl5N4OSiV. The level of theory is ωB97M-V with the def2-TZVPD basis set.

```
60
Properties=species:S:1:pos:R:3:nbo_charge:R:1
V -0.587 -0.303 0.818 1.288
N 1.338 -0.542 1.829 -0.858
C 1.543 0.647 2.642 0.166
C 2.713 0.894 3.307 -0.194
C 2.836 2.025 4.140 -0.181
C 1.780 2.875 4.314 -0.163
C 0.561 2.648 3.633 -0.007
C -0.566 3.492 3.757 -0.077
C -1.701 3.218 3.042 -0.251
C -1.710 2.106 2.187 0.122
N -0.682 1.295 2.056 -0.497
C 0.457 1.540 2.766 0.108
H 2.103 -0.631 1.160 0.415
H 1.376 -1.357 2.442 0.410
H 3.546 0.212 3.211 0.233
H 3.769 2.201 4.653 0.247
H 1.862 3.729 4.968 0.242
H -0.517 4.347 4.415 0.244
H -2.580 3.839 3.112 0.256
H -2.583 1.877 1.582 0.227
Cl -7.063 -2.122 3.162 0.110
C -5.665 -1.653 2.300 -0.101
C -5.785 -1.043 1.043 -0.053
Cl -7.334 -0.771 0.377 0.115
C -4.649 -0.659 0.331 -0.129
Cl -4.759 0.084 -1.209 0.084
C -3.375 -0.880 0.875 0.324
O -2.293 -0.530 0.228 -0.719
C -3.287 -1.484 2.130 -0.158
Cl -1.685 -1.729 2.756 0.111
C -4.401 -1.878 2.854 -0.055
Cl -4.221 -2.616 4.388 0.101
N 1.513 -3.280 -3.660 -0.687
C 0.392 -3.301 -2.662 -0.235
C 0.810 -2.570 -1.382 -0.262
N -0.326 -2.280 -0.520 -0.819
H 1.264 -3.802 -4.508 0.452
H 2.368 -3.695 -3.281 0.440
H 1.717 -2.302 -3.944 0.460
H 0.126 -4.345 -2.494 0.236
H -0.446 -2.795 -3.145 0.232
H 1.252 -1.604 -1.644 0.248
H 1.550 -3.152 -0.826 0.210
H -0.726 -3.118 -0.104 0.398
H -1.068 -1.836 -1.063 0.407
C 2.021 -0.228 -4.321 -1.080
Si 2.078 1.291 -3.163 1.591
C 3.841 1.524 -2.568 -1.098
C 1.385 2.804 -4.000 -1.104
C 1.051 0.830 -1.691 -0.519
C 0.376 0.527 -0.721 -0.411
H 1.732 0.049 -5.330 0.271
H 1.276 -0.950 -3.983 0.161
H 3.010 -0.688 -4.405 0.240
H 4.527 1.628 -3.405 0.253
H 4.177 0.679 -1.968 0.232
H 3.936 2.416 -1.957 0.257
H 2.054 3.153 -4.787 0.257
H 1.257 3.616 -3.288 0.260
H 0.415 2.602 -4.451 0.252
```

## Properties
ΔE to the lowest compared entry with this formula, charge and spin = 10.4 kcal per mole
Spin multiplicity = 3
Frontier orbital gap (alpha / beta) = 7.3 / 7.5 eV
Energy = -4682.2068 hartree
Maximum force = 1.40 eV Å⁻¹
Expectation value of S² = 2.02
Total charge = +2